# 1
ORCA calculation (the ωB97M-V functional and the def2-TZVPD basis) on a cluster of 2 separate species, CH6S4 in total.

Bonds (Å) are listed after each position.
Cartesian coordinates (Å):
1 S 0.1327 4.3900 0.5261  S4 2.114, H9 1.340
2 S -1.4611 -3.0197 -0.2332  S3 2.078, H11 1.343
3 S 0.1884 -2.4038 -1.3365  S2 2.078, C5 1.795
4 S -1.0512 2.7316 1.0905  S1 2.114, H6 1.332
5 C 0.8529 -1.1704 -0.2149  S3 1.795, H7 1.086, H8 1.089, H10 1.081
6 H -1.7424 2.8500 -0.0414  S4 1.332
7 H 1.9091 -1.1051 -0.4582  C5 1.086
8 H 0.4536 -0.1792 -0.4262  C5 1.089
9 H 1.2638 3.6904 0.6875  S1 1.340
10 H 0.7934 -1.4407 0.8295  C5 1.081
11 H -1.3392 -4.3432 -0.4232  S2 1.343

The energy above the lowest of the compared OMol25 structures with the same formula, charge and spin is 0.4459 eV. As for the SMILES: CSS.SS. The LUMO energy is 0.10 eV. For the total energy, the calculation gives -44474.7718 eV. The value obtained for the HOMO-LUMO gap is 8.6 eV. The largest force on an atom comes out at 0.8 eV/Å. Its HOMO energy is -8.458 eV.

natural (NBO) atomic charge list, values in e, 2 entries:
1. S -0.131
2. S -0.157


# 2
ORCA calculation (the ωB97M-V functional and the def2-TZVPD basis) on the molecule C30H10Br2Cl2O2.

Bonds (Å) are listed after each position.
Cartesian coordinates (Å):
1 Br 3.1668 -6.2721 -2.5311  C31 1.944
2 Br 1.8949 -8.5207 -0.3766  C14 1.885
3 Cl -3.0362 -1.5697 3.1720  C23 1.751
4 Cl 2.8564 1.5561 -3.2548  C9 1.753
5 O -3.0002 3.6416 2.7143  C16 1.246
6 O 2.2376 -3.5689 -3.1678  C36 1.235
7 C -0.5155 0.2213 0.5119  C11 1.422, C32 1.431, C35 1.404
8 C 0.6207 -3.9684 -0.0022  C10 1.375, C27 1.515, C33 1.414
9 C 1.9753 0.4133 -2.2598  Cl4 1.753, C13 1.413, C21 1.399
10 C 0.1635 -4.9163 0.8824  C8 1.375, C29 1.422, H45 1.077
11 C 0.4313 -0.1702 -0.4742  C7 1.422, C13 1.417, C22 1.430
12 C -1.8288 1.9430 1.6351  C16 1.456, C18 1.420, C32 1.397
13 C 1.0801 0.8249 -1.2468  C9 1.413, C11 1.417, C28 1.419
14 C 1.4345 -6.6985 -0.2286  Br2 1.885, C29 1.408, C31 1.407
15 C -0.6167 4.0613 0.0487  C17 1.375, C24 1.417, C25 1.515
16 C -2.1593 3.3450 1.8443  O5 1.246, C12 1.456, C24 1.463
17 C -0.0852 5.0308 -0.7693  C15 1.375, C19 1.378, H44 1.056
18 C -2.3907 0.9229 2.4468  C12 1.420, C23 1.385, H46 1.108
19 C -0.3965 6.3617 -0.5921  C17 1.378, C34 1.378, H40 1.082
20 C -0.8202 -2.1033 1.0276  C27 1.394, C35 1.379, H39 1.082
21 C 2.2314 -0.9368 -2.5228  C9 1.399, C26 1.401, H43 1.091
22 C 0.7319 -1.5495 -0.7014  C11 1.430, C26 1.408, C27 1.410
23 C -2.0912 -0.4153 2.2555  Cl3 1.751, C18 1.385, C35 1.420
24 C -1.4820 4.4159 1.1138  C15 1.417, C16 1.463, C30 1.387
25 C -0.2265 2.6044 -0.0966  C15 1.515, C28 1.428, C32 1.425
26 C 1.6415 -1.9153 -1.7118  C21 1.401, C22 1.408, C36 1.471
27 C 0.1534 -2.5329 0.1265  C8 1.515, C20 1.394, C22 1.410
28 C 0.7547 2.1918 -1.0491  C13 1.419, C25 1.428, H38 1.092
29 C 0.5772 -6.2750 0.8046  C10 1.422, C14 1.408, H37 1.075
30 C -1.7228 5.7664 1.3168  C24 1.387, C34 1.408, H42 1.099
31 C 1.8901 -5.7492 -1.1622  Br1 1.944, C14 1.407, C33 1.428
32 C -0.8733 1.5974 0.6760  C7 1.431, C12 1.397, C25 1.425
33 C 1.4658 -4.3894 -1.0549  C8 1.414, C31 1.428, C36 1.481
34 C -1.1654 6.7535 0.4823  C19 1.378, C30 1.408, H41 1.062
35 C -1.1409 -0.7834 1.2671  C7 1.404, C20 1.379, C23 1.420
36 C 1.8865 -3.3358 -2.0068  O6 1.235, C26 1.471, C33 1.481
37 H 0.2483 -7.0496 1.4728  C29 1.075
38 H 1.2446 2.8948 -1.7262  C28 1.092
39 H -1.3027 -2.8919 1.5905  C20 1.082
40 H 0.0333 7.0943 -1.2623  C19 1.082
41 H -1.2931 7.7896 0.6787  C34 1.062
42 H -2.3626 6.0718 2.1564  C30 1.099
43 H 2.9528 -1.1856 -3.3032  C21 1.091
44 H 0.5014 4.7918 -1.6143  C17 1.056
45 H -0.5051 -4.7069 1.7000  C10 1.077
46 H -3.1594 1.2107 3.1911  C18 1.108

The energy above the lowest of the compared OMol25 structures with the same formula, charge and spin is 0.0000 eV. As for the SMILES: O=c1c2ccccc2c2cc3c(Cl)cc4c(=O)c5c(Br)c(Br)ccc5c5cc6c(Cl)cc1c2c6c3c45. The LUMO energy is -2.13 eV. For the total energy, the calculation gives -200499.0535 eV. The value obtained for the HOMO-LUMO gap is 5.9 eV. The largest force on an atom comes out at 3.7 eV/Å. Its HOMO energy is -8.025 eV.

natural (NBO) atomic charge list, values in e, 2 entries:
1. Br 0.118
2. Br 0.112


# 3
ORCA calculation (the ωB97M-V functional and the def2-TZVPD basis) on the molecule CF2O2S.

Bonds (Å) are listed after each position.
Cartesian coordinates (Å):
1 S 0.7774 0.7549 0.0237  F2 1.627, O4 1.468, O5 1.745
2 F 1.0136 1.1290 -1.5417  S1 1.627
3 F -1.1418 -1.0052 1.3977  C6 1.314
4 O 1.7951 -0.2786 0.2511  S1 1.468
5 O -0.7488 0.0225 -0.4002  S1 1.745, C6 1.327
6 C -1.6955 -0.6226 0.2695  F3 1.314, O5 1.327

The energy above the lowest of the compared OMol25 structures with the same formula, charge and spin is 2.3501 eV. The LUMO energy is -0.36 eV. For the total energy, the calculation gives -21399.0777 eV. The value obtained for the HOMO-LUMO gap is 10.3 eV. The largest force on an atom comes out at 3.4 eV/Å. Its HOMO energy is -10.693 eV.

natural (NBO) atomic charge list, values in e, 2 entries:
1. S 1.773
2. F -0.480


# 4
ORCA calculation (the ωB97M-V functional and the def2-TZVPD basis) on a cluster of 7 separate species, H14O7 in total.

Bonds (Å) are listed after each position.
Cartesian coordinates (Å):
1 O -1.7303 1.9062 -0.9845  H9 0.993, H17 1.016
2 O -1.8688 -0.5995 -2.3225  H16 1.049, H20 1.028
3 O 0.1699 -1.6948 -1.1738  H11 1.037, H15 1.015
4 O -0.5257 2.9743 0.9738  H14 1.067, H18 1.007
5 O 2.2404 -0.7909 0.4223  H19 1.072, H21 1.066
6 O 1.3842 1.3995 2.0126  H10 0.988, H13 0.978
7 O 0.6736 -3.5267 0.7093  H8 1.045, H12 1.103
8 H 0.3753 -3.0462 1.5882  O7 1.045
9 H -1.5305 2.7982 -1.3722  O1 0.993
10 H 1.7257 0.5999 1.5428  O6 0.988
11 H -0.6384 -1.1212 -1.4776  O3 1.037
12 H 0.2415 -2.7671 0.0358  O7 1.103
13 H 2.1195 2.0282 2.1555  O6 0.978
14 H -1.3160 2.8318 1.6764  O4 1.067
15 H 0.4222 -2.3676 -1.8907  O3 1.015
16 H -1.7818 0.4202 -2.0908  O2 1.049
17 H -1.3942 2.0685 -0.0397  O1 1.016
18 H 0.3112 2.4858 1.2487  O4 1.007
19 H 2.3625 -1.7791 0.8196  O5 1.072
20 H -2.5802 -0.9836 -1.6873  O2 1.028
21 H 1.3400 -0.8358 -0.1457  O5 1.066

The energy above the lowest of the compared OMol25 structures with the same formula, charge and spin is 2.3022 eV. As for the SMILES: O.O.O.O.O.O.O. The LUMO energy is 0.38 eV. For the total energy, the calculation gives -14559.1592 eV. The value obtained for the HOMO-LUMO gap is 11.1 eV. The largest force on an atom comes out at 5.0 eV/Å. Its HOMO energy is -10.683 eV.

natural (NBO) atomic charge list, values in e, 2 entries:
1. O -1.019
2. O -0.976